Below is C9H10NO6Pb as an isolated structure at a distorted geometry, with properties calculated with ωB97M-V/def2-TZVPD.

Geometry as XYZ:
```
27
Properties=species:S:1:pos:R:3:nbo_charge:R:1
O 2.848 -4.604 -3.766 -0.260
C 2.849 -3.694 -3.035 0.443
Pb 2.292 -1.823 -1.632 1.091
C 2.438 -0.242 0.126 0.482
O 2.554 0.412 1.063 -0.323
C -0.114 -1.224 -2.400 0.291
O -1.020 -0.448 -2.325 -0.270
C 0.568 -2.867 0.134 0.496
O -0.167 -3.259 0.914 -0.341
C 2.590 0.174 -3.365 0.484
O 2.521 1.204 -3.886 -0.311
H 0.125 -2.091 -2.991 0.208
C -1.771 2.367 2.080 -0.474
N -1.015 1.587 1.084 -0.049
C -0.313 2.310 0.092 -0.472
C -0.891 0.251 1.169 0.668
C -1.615 -0.539 2.229 -0.749
O -0.142 -0.437 0.423 -0.524
H -1.690 3.443 1.793 0.280
H -1.350 2.218 3.124 0.312
H -2.861 2.052 2.095 0.313
H 0.452 2.957 0.558 0.304
H 0.183 1.663 -0.640 0.240
H -1.015 2.962 -0.451 0.308
H -2.264 -1.348 1.829 0.301
H -0.935 -1.073 2.926 0.298
H -2.257 0.049 2.852 0.255
```

The calculation puts the gap between HOMO and LUMO (alpha / beta) at 8.3 / 5.5 eV. For the lowest unoccupied orbital energy (alpha / beta), the calculation gives -13.277 / -14.569 eV. Its total charge is +3. The energy above the lowest of the compared OMol25 structures with the same formula, charge and spin is 1.0659 eV.

Below is a 9-piece molecular cluster, C50H87BFIN9O16PS overall at a distorted geometry, with properties calculated with ωB97M-V/def2-TZVPD.

Geometry as XYZ:
```
167
Properties=species:S:1:pos:R:3:mulliken_charge:R:1
C 10.541 -0.347 0.781 -0.930
C 9.557 0.746 0.356 -0.126
O 8.209 0.414 0.656 -0.437
C 7.715 0.918 1.886 -1.727
C 8.020 -0.033 3.028 0.795
C 7.361 -1.271 3.085 0.455
C 6.314 -1.542 2.038 -1.334
C 4.985 -0.835 2.280 0.159
C 3.911 -1.188 1.476 -0.886
C 2.658 -0.623 1.648 -0.906
C 2.422 0.317 2.649 0.513
C 1.085 0.947 2.913 -1.592
C 3.507 0.675 3.450 -1.307
C 4.758 0.112 3.279 0.694
C 7.670 -2.208 4.083 0.642
C 7.008 -3.568 4.059 -2.832
I 7.804 -4.678 2.363 0.052
C 5.474 -3.528 4.194 0.738
C 4.670 -4.583 3.442 -1.778
C 8.604 -1.887 5.102 0.954
P 8.844 -3.110 6.462 0.689
N 7.470 -3.446 7.106 -0.749
O 9.917 -2.707 7.564 -0.455
O 9.560 -4.363 5.797 -0.529
C 9.251 -0.657 5.024 0.653
C 8.947 0.268 4.018 0.736
C 9.661 1.580 4.097 -0.284
O 10.089 2.210 3.155 -0.589
C 9.850 2.116 5.493 0.275
B 9.582 3.681 5.640 0.604
O 10.510 4.487 6.225 -0.656
C 8.212 4.209 5.076 -0.185
C 7.719 5.506 5.726 -1.390
C 10.146 1.210 6.427 -0.399
S 10.316 1.551 8.140 1.327
O 10.903 0.427 8.781 -0.609
O 9.068 2.066 8.591 -0.582
F 11.350 2.702 8.168 -0.201
C 10.321 -0.218 5.967 -0.900
O 11.291 -0.874 6.249 -0.431
H 11.229 -0.587 -0.030 0.378
H 11.145 -0.064 1.643 0.205
H 9.997 -1.265 1.004 0.180
H 9.835 1.716 0.768 0.149
H 9.596 0.845 -0.730 0.443
H 8.100 1.916 2.084 0.699
H 6.637 1.012 1.760 0.304
H 6.067 -2.596 1.971 0.360
H 6.697 -1.251 1.060 0.932
H 4.047 -1.926 0.693 0.498
H 1.828 -0.928 1.018 0.620
H 1.108 2.033 2.879 0.409
H 0.804 0.666 3.929 0.396
H 0.311 0.560 2.254 0.308
H 3.351 1.413 4.228 0.466
H 5.552 0.419 3.951 0.484
H 7.368 -4.177 4.875 1.089
H 5.080 -2.533 3.998 0.041
H 5.291 -3.718 5.256 0.525
H 3.647 -4.548 3.822 0.428
H 5.045 -5.580 3.666 0.438
H 4.628 -4.400 2.370 0.282
H 6.716 -2.897 6.713 0.344
H 9.762 -1.833 7.943 0.243
H 10.478 -4.488 6.068 0.334
H 10.678 5.302 5.742 0.330
H 8.233 4.288 3.985 0.302
H 7.481 3.419 5.295 0.229
H 8.350 6.359 5.478 0.327
H 7.612 5.397 6.804 0.321
H 6.726 5.746 5.343 0.399
C -2.198 2.234 3.923 -0.004
O -1.056 2.537 4.222 -0.626
N -2.985 1.400 4.629 0.162
C -4.297 1.041 4.134 -0.846
C -2.495 0.846 5.877 -0.961
H -2.674 2.586 2.999 0.406
H -5.083 1.324 4.839 0.393
H -4.346 -0.040 3.973 0.344
H -4.468 1.540 3.185 0.159
H -2.267 1.644 6.585 0.297
H -1.580 0.277 5.708 0.264
H -3.254 0.193 6.300 0.408
C -3.447 0.633 0.336 0.412
O -3.500 1.606 1.074 -0.723
N -4.513 -0.067 -0.080 0.209
C -4.385 -1.211 -0.961 -0.873
C -5.842 0.332 0.355 -0.939
H -2.489 0.251 -0.053 0.179
H -4.937 -1.036 -1.886 0.282
H -4.782 -2.107 -0.481 0.348
H -3.335 -1.376 -1.196 0.291
H -6.049 1.353 0.033 0.247
H -5.914 0.297 1.443 0.205
H -6.574 -0.334 -0.087 0.385
C 0.448 1.144 -0.652 0.158
O -0.321 0.294 -0.228 -0.619
N 0.084 2.332 -1.149 0.261
C 1.055 3.292 -1.644 -1.032
C -1.331 2.661 -1.189 -0.919
H 1.539 0.983 -0.666 0.226
H 0.991 4.217 -1.065 0.333
H 0.870 3.506 -2.690 0.442
H 2.056 2.880 -1.540 0.274
H -1.758 2.643 -0.185 0.147
H -1.870 1.934 -1.799 0.330
H -1.453 3.653 -1.619 0.414
C -8.237 -1.150 -2.613 0.033
O -7.571 -0.171 -2.290 -0.585
N -9.555 -1.259 -2.431 0.220
C -10.285 -2.448 -2.841 -1.018
C -10.270 -0.154 -1.805 -0.923
H -7.787 -2.035 -3.088 0.301
H -11.048 -2.177 -3.574 0.410
H -10.769 -2.902 -1.974 0.328
H -9.616 -3.174 -3.291 0.296
H -10.161 0.765 -2.381 0.285
H -9.875 0.032 -0.805 0.271
H -11.323 -0.414 -1.733 0.355
C -8.355 2.947 -2.633 0.801
O -9.563 3.135 -2.637 -0.680
N -7.445 3.919 -2.840 0.121
C -6.024 3.640 -2.822 -0.914
C -7.907 5.274 -3.084 -0.992
H -7.905 1.959 -2.458 -0.179
H -5.527 4.219 -2.040 0.374
H -5.570 3.891 -3.783 0.355
H -5.866 2.581 -2.626 0.220
H -8.496 5.632 -2.239 0.306
H -8.540 5.306 -3.971 0.283
H -7.048 5.925 -3.228 0.395
C 2.632 2.771 -5.359 0.113
O 1.767 2.694 -4.505 -0.581
N 3.666 1.917 -5.464 0.114
C 4.673 2.046 -6.496 -0.921
C 3.765 0.830 -4.502 -0.871
H 2.638 3.561 -6.127 0.260
H 4.696 1.152 -7.122 0.334
H 5.660 2.187 -6.052 0.338
H 4.447 2.906 -7.123 0.289
H 2.879 0.197 -4.552 0.286
H 3.839 1.225 -3.489 0.251
H 4.648 0.237 -4.724 0.368
C -10.393 -5.194 -5.646 0.072
O -10.036 -4.790 -4.549 -0.630
N -11.670 -5.361 -6.015 0.136
C -12.027 -5.835 -7.341 -1.006
C -12.717 -5.053 -5.056 -0.887
H -9.675 -5.456 -6.440 0.351
H -12.634 -5.091 -7.856 0.318
H -12.594 -6.766 -7.265 0.359
H -11.131 -6.010 -7.923 0.351
H -12.658 -4.008 -4.750 0.224
H -12.610 -5.671 -4.164 0.284
H -13.684 -5.242 -5.514 0.400
C -9.897 -3.547 -9.654 0.153
O -10.561 -4.566 -9.579 -0.602
N -10.368 -2.363 -10.078 0.106
C -9.535 -1.179 -10.146 -0.932
C -11.763 -2.275 -10.480 -0.912
H -8.832 -3.516 -9.371 0.293
H -9.936 -0.391 -9.506 0.347
H -9.483 -0.807 -11.170 0.338
H -8.528 -1.421 -9.811 0.289
H -12.415 -2.546 -9.650 0.261
H -11.964 -2.960 -11.304 0.295
H -11.981 -1.258 -10.793 0.379
```

The calculation puts the gap between HOMO and LUMO at 7.0 eV. For the lowest unoccupied orbital energy, the calculation gives -1.447 eV. Its SMILES is CCOCc1c(Cc2ccc(C)cc2)c([C@H](I)CC)c(P(=N)(O)O)c2c1C(=O)C(B(O)CC)=C(S(=O)(=O)F)C2=O.CN(C)C=O.CN(C)C=O.CN(C)C=O.CN(C)C=O.CN(C)C=O.CN(C)C=O.CN(C)C=O.CN(C)C=O.

Below is a 2-piece molecular cluster, C4H9N2O overall at a distorted geometry, with properties calculated with ωB97M-V/def2-TZVPD.

Geometry as XYZ:
```
16
Properties=species:S:1:pos:R:3:nbo_charge:R:1
C -1.410 -0.480 0.538 -0.438
C -0.687 0.895 0.270 -0.170
C -0.123 -1.158 0.020 -0.221
C 1.786 0.475 -0.056 0.544
N 2.883 -0.265 -0.427 -0.283
N 0.414 0.210 -0.495 -0.435
O 2.363 -0.177 0.965 -0.338
H -1.792 -0.863 1.454 0.258
H -2.291 -0.507 -0.070 0.237
H -1.197 1.486 -0.369 0.228
H -0.336 1.342 1.141 0.245
H 0.526 -1.538 0.870 0.272
H -0.266 -1.786 -0.926 0.245
H 1.664 2.711 0.366 0.050
H 2.615 -1.141 -0.760 0.346
H 0.316 0.264 -1.522 0.459
```

The calculation puts the gap between HOMO and LUMO (alpha / beta) at 9.8 / 9.7 eV. For the lowest unoccupied orbital energy (alpha / beta), the calculation gives -4.621 / -5.252 eV. Its total charge is +1. The energy above the lowest of the compared OMol25 structures with the same formula, charge and spin is 9.8975 eV.

Below is C24H20F6IO3P2STi as an isolated structure at a distorted geometry, with properties calculated with ωB97M-V/def2-TZVPD.

Geometry as XYZ:
```
58
Properties=species:S:1:pos:R:3:mulliken_spin:R:1
Ti -0.469 1.710 -0.415 0.988
C -1.348 4.241 0.906 0.018
C -1.728 3.830 2.185 -0.006
C -0.827 3.903 3.230 0.001
C 0.460 4.392 3.008 0.001
C 0.840 4.811 1.745 -0.002
C -0.068 4.740 0.691 -0.010
H -2.070 4.234 0.099 -0.001
H -2.726 3.447 2.345 0.001
H -1.117 3.573 4.219 0.000
H 1.172 4.432 3.823 0.000
H 1.842 5.182 1.572 0.000
H 0.221 5.075 -0.297 0.002
O 0.226 1.138 1.369 -0.009
S 1.675 1.366 1.009 0.033
O 2.495 1.912 2.029 -0.004
O 1.528 2.153 -0.247 0.006
C 2.351 -0.212 0.533 -0.026
C 3.704 -0.377 0.790 0.002
C 4.325 -1.554 0.391 0.000
C 3.595 -2.536 -0.248 0.000
C 2.233 -2.357 -0.486 -0.001
C 1.591 -1.191 -0.107 0.007
P -0.239 -0.957 -0.304 0.001
C -0.594 -2.060 -1.709 -0.007
C -0.038 -1.691 -2.935 0.004
C -0.273 -2.447 -4.070 0.002
C -1.073 -3.581 -3.996 -0.001
C -1.619 -3.960 -2.782 0.001
C -1.378 -3.203 -1.639 -0.004
C -0.847 -1.772 1.205 -0.006
C -2.203 -2.078 1.303 0.004
C -2.710 -2.676 2.448 0.002
C -1.874 -2.952 3.518 -0.001
C -0.528 -2.624 3.442 0.001
C -0.018 -2.039 2.291 -0.003
H 4.252 0.403 1.299 0.000
H 5.380 -1.697 0.587 0.000
H 4.076 -3.454 -0.559 0.000
H 1.666 -3.138 -0.977 0.000
H 0.577 -0.802 -3.009 0.009
H 0.157 -2.140 -5.014 0.000
H -1.269 -4.167 -4.885 0.000
H -2.235 -4.848 -2.714 0.000
H -1.793 -3.531 -0.697 0.000
H -2.878 -1.813 0.501 0.004
H -3.766 -2.906 2.505 0.000
H -2.271 -3.415 4.413 0.000
H 0.129 -2.820 4.278 0.000
H 1.036 -1.798 2.258 0.000
I -3.093 1.163 0.172 -0.007
F -0.828 3.041 -1.862 0.002
P -0.643 2.144 -3.417 -0.001
F -0.462 1.260 -4.700 0.000
F -2.063 2.669 -3.817 0.000
F 0.080 3.417 -3.984 0.000
F 0.751 1.629 -2.756 0.002
F -1.314 0.932 -2.537 -0.003
```

The calculation puts the gap between HOMO and LUMO (alpha / beta) at 7.8 / 8.2 eV. For the lowest unoccupied orbital energy (alpha / beta), the calculation gives -0.551 / -0.295 eV. As for the multiplicity: 2. The energy above the lowest of the compared OMol25 structures with the same formula, charge and spin is 0.6324 eV.

Below is a 3-piece molecular cluster, C3H12N2O2 overall at a distorted geometry, with properties calculated with ωB97M-V/def2-TZVPD.

Geometry as XYZ:
```
19
Properties=species:S:1:pos:R:3:mulliken_spin:R:1
C -1.438 1.498 0.021 0.033
C -0.317 0.414 -0.498 -0.002
N 1.738 -1.384 0.325 0.457
C 0.398 -1.683 0.368 -0.003
N -0.565 -0.908 0.139 0.468
H -2.465 1.232 -0.200 -0.002
H -1.382 1.511 1.124 -0.002
H -1.215 2.479 -0.011 0.001
H -0.405 0.247 -1.575 0.052
H 0.627 0.992 -0.361 0.005
H 2.170 -0.614 -0.305 -0.011
H 2.315 -2.269 0.091 -0.010
H 0.081 -2.652 0.637 -0.003
H 3.481 1.117 -2.043 0.000
H 2.574 2.130 -1.399 0.000
O 2.737 1.201 -1.395 0.001
H -1.982 -1.024 1.449 -0.002
H -3.526 -1.420 1.615 -0.001
O -2.826 -0.868 2.018 0.018
```

The calculation puts the gap between HOMO and LUMO (alpha / beta) at 10.2 / 5.1 eV. For the lowest unoccupied orbital energy (alpha / beta), the calculation gives -3.917 / -8.967 eV. As for the multiplicity: 2. Its total charge is +1. The energy above the lowest of the compared OMol25 structures with the same formula, charge and spin is 2.9084 eV.

Below is C10H11MgNS as an isolated structure at a distorted geometry, with properties calculated with ωB97M-V/def2-TZVPD.

Geometry as XYZ:
```
24
Properties=species:S:1:pos:R:3:nbo_charge:R:1
Mg -0.015 -0.762 -0.904 0.996
C -1.245 -1.181 -3.937 -0.781
H -0.691 -1.085 -2.924 0.115
H -1.411 -2.209 -4.167 0.219
H -0.608 -0.745 -4.752 0.218
H -2.349 -0.691 -4.116 0.178
H -2.694 -0.345 -3.260 -0.063
S 2.636 1.872 1.353 0.381
C 3.195 2.124 -0.287 -0.381
C 2.397 1.481 -1.246 -0.298
C 1.349 0.802 -0.584 -0.548
C 1.332 0.864 0.795 -0.371
C 0.356 0.234 1.644 0.209
C 0.301 0.351 3.014 -0.237
C -0.709 -0.238 3.716 -0.134
C -1.661 -0.949 3.010 -0.275
C -1.619 -1.039 1.660 0.066
N -0.626 -0.450 1.014 -0.639
H 4.097 2.698 -0.523 0.233
H 2.528 1.457 -2.347 0.230
H 1.034 0.962 3.516 0.225
H -0.778 -0.144 4.790 0.226
H -2.492 -1.447 3.478 0.221
H -2.327 -1.561 1.057 0.211
```

The calculation puts the gap between HOMO and LUMO (alpha / beta) at 7.0 / 4.9 eV. For the lowest unoccupied orbital energy (alpha / beta), the calculation gives -0.167 / -0.173 eV. The energy above the lowest of the compared OMol25 structures with the same formula, charge and spin is 0.0000 eV.

Below is C12H12NO4SbSe4SiW as an isolated structure at a distorted geometry, with properties calculated with ωB97M-V/def2-TZVPD.

Geometry as XYZ:
```
36
Properties=species:S:1:pos:R:3:nbo_charge:R:1
W 1.170 -1.780 -0.098 1.056
O 1.372 -4.992 2.500 -0.517
C 1.366 -3.897 2.019 0.768
O 1.730 -3.561 0.789 -0.698
C 0.915 -2.652 2.785 0.140
C 0.216 -2.453 3.964 -0.201
C -0.198 -1.147 4.242 -0.117
C 0.060 -0.069 3.380 -0.214
C 0.807 -0.358 2.260 0.185
N 1.194 -1.606 2.047 -0.463
C 1.181 0.292 0.941 0.490
O 0.740 1.602 0.697 -0.479
O 2.369 -0.150 0.503 -0.661
H -0.025 -3.282 4.614 0.255
H -0.773 -0.965 5.140 0.235
H -0.322 0.922 3.574 0.250
Se -1.170 -1.186 -3.981 -0.546
Sb -0.402 -3.039 -2.751 1.059
Se -0.993 -2.921 -0.270 -0.253
Se 2.234 -2.235 -2.089 0.059
Se -0.057 -5.308 -3.252 -0.463
C -0.443 4.159 -0.829 -1.110
Si -0.685 2.507 -1.660 1.595
C 0.302 2.362 -3.231 -1.113
C -2.485 2.096 -1.898 -1.113
C 0.016 1.218 -0.446 -0.083
C 0.128 -0.117 -0.448 -0.292
H -0.766 4.969 -1.486 0.244
H 0.607 4.325 -0.583 0.248
H -1.020 4.228 0.095 0.241
H -0.050 3.085 -3.971 0.242
H 0.200 1.361 -3.653 0.263
H 1.362 2.551 -3.051 0.245
H -2.938 2.773 -2.626 0.243
H -3.037 2.192 -0.961 0.240
H -2.602 1.076 -2.264 0.263
```

The calculation puts the gap between HOMO and LUMO at 6.0 eV. For the lowest unoccupied orbital energy, the calculation gives -2.400 eV. The energy above the lowest of the compared OMol25 structures with the same formula, charge and spin is 3.0724 eV.

Below is one molecule with the formula C3H8NO2 at a distorted geometry, with properties calculated with ωB97M-V/def2-TZVPD.

Geometry as XYZ:
```
14
Properties=species:S:1:pos:R:3:mulliken_spin:R:1
N 0.495 -0.505 -1.432 0.005
C 0.381 0.098 -0.081 0.119
C -0.580 -0.756 0.721 0.011
O 0.016 -1.873 1.269 0.007
C -0.067 1.696 -0.225 -0.012
O -0.596 2.127 0.959 0.844
H 0.823 -1.441 -1.256 0.005
H -0.450 -0.596 -1.870 0.000
H 1.397 0.264 0.462 -0.003
H -0.810 0.022 1.653 -0.003
H -1.493 -0.958 0.157 0.000
H 0.896 -2.128 0.837 -0.001
H 0.944 2.173 -0.331 0.003
H -0.955 1.877 -0.864 0.026
```

The calculation puts the gap between HOMO and LUMO (alpha / beta) at 10.4 / 8.2 eV. For the lowest unoccupied orbital energy (alpha / beta), the calculation gives 0.719 / -1.541 eV. As for the multiplicity: 2. The energy above the lowest of the compared OMol25 structures with the same formula, charge and spin is 1.8368 eV.

Number 1: DFT total energy -1046.638145 Ha. Number 2: DFT total energy -4816.107583 Ha. Number 3: DFT total energy -341.993541 Ha. Number 4: DFT total energy -3979.892523 Ha. Number 5: DFT total energy -381.105823 Ha. Number 6: DFT total energy -1040.465076 Ha. Number 7: DFT total energy -11022.722609 Ha. Number 8: DFT total energy -324.196951 Ha.